No. 1
66
Properties=species:S:1:pos:R:3:forces:R:3 method="wB97M-V/def2-TZVPD" charge=+1
C 2.2595 -1.6296 -2.8265 -0.013 0.116 0.030
C 2.3348 -0.1371 -3.1020 -0.101 -0.498 -0.575
N 2.5041 0.6594 -1.8503 -0.070 -0.172 0.425
C 1.5365 1.7846 -1.8304 -0.518 0.546 0.191
H 1.7878 2.4619 -2.6509 0.017 -0.142 -0.026
H 0.5344 1.3773 -1.9871 0.235 -0.018 -0.141
C 1.4720 2.6004 -0.5379 0.351 0.085 -0.210
N 0.9359 1.8475 0.5906 0.413 0.302 -0.158
C 1.8404 1.2496 1.4265 -0.299 0.287 0.159
O 3.0306 1.4284 1.2575 0.212 -0.106 0.206
C 1.3374 0.3507 2.5385 0.069 -0.082 -0.100
C 2.3619 -0.7518 2.7205 -0.058 -0.239 -0.452
H 2.0906 -1.4576 3.4993 -0.005 -0.061 0.062
H 3.3581 -0.3506 2.8902 0.064 -0.104 -0.080
S 2.4442 -1.6842 1.1456 0.104 -0.258 -0.211
O 1.6517 -0.9486 0.1565 -0.514 -0.460 0.533
O 3.8084 -1.9058 0.7582 0.261 -0.326 0.495
C 1.6369 -3.2488 1.4466 0.195 0.598 0.000
C 0.2626 -3.3382 1.3301 -0.197 0.105 -0.058
C -0.3563 -4.5461 1.6071 0.014 0.063 -0.005
C 0.4040 -5.6380 1.9978 0.014 0.010 -0.006
C 1.7825 -5.5341 2.1082 0.015 0.060 -0.012
C 2.4077 -4.3291 1.8330 0.219 -0.013 0.027
H 3.4781 -4.2144 1.8971 0.150 -0.082 0.035
H 2.3691 -6.3885 2.4070 0.064 -0.070 0.016
H -0.0811 -6.5775 2.2131 -0.043 -0.088 0.021
H -1.4277 -4.6349 1.5175 -0.091 0.000 -0.019
H -0.3017 -2.4763 1.0092 -0.147 0.065 -0.043
H 0.3689 -0.0783 2.2873 0.041 0.086 0.118
H 1.2364 0.9372 3.4549 0.003 -0.063 0.008
C -0.4442 1.7653 0.6413 -0.995 -0.144 0.623
N -1.1555 1.8000 -0.4281 0.840 -0.058 -0.304
C -2.4908 1.8427 -0.1569 -0.743 0.075 1.047
C -3.5132 1.8808 -1.1080 -0.188 0.022 -0.018
C -4.8247 1.9304 -0.6868 -0.032 -0.008 0.045
C -5.1387 1.9370 0.7089 0.105 -0.015 0.001
C -4.1278 1.8939 1.6513 -0.412 -0.021 0.000
C -2.8133 1.8520 1.2094 0.406 -0.008 -0.546
S -1.3560 1.8103 2.1589 -0.021 0.114 -0.614
H -4.3388 1.9029 2.7071 -0.153 0.008 0.106
O -6.4548 1.9909 0.9880 0.107 0.000 -0.321
C -6.8667 2.0320 2.3350 -0.067 0.006 0.250
H -6.5648 1.1290 2.8746 0.007 0.026 -0.027
H -6.4722 2.9146 2.8477 0.004 -0.027 -0.028
H -7.9529 2.0879 2.3055 0.087 -0.006 0.054
O -5.9015 1.9777 -1.4989 0.012 -0.009 0.365
C -5.6992 2.0020 -2.8924 0.043 0.003 -0.252
H -5.1220 2.8801 -3.1981 -0.008 -0.030 0.023
H -6.6941 2.0539 -3.3300 0.100 -0.005 -0.016
H -5.1967 1.0939 -3.2404 -0.005 0.030 0.023
H -3.2473 1.8791 -2.1509 -0.042 0.001 -0.167
H 2.4473 2.9867 -0.2392 -0.173 0.022 -0.091
H 0.7988 3.4394 -0.7268 0.103 -0.108 -0.026
C 3.9043 1.1271 -1.6636 0.801 0.148 0.159
C 4.9271 0.0036 -1.6519 -0.182 0.019 -0.012
H 5.8979 0.4319 -1.4179 0.068 0.065 -0.002
H 4.6923 -0.7212 -0.8763 0.047 -0.038 -0.023
H 5.0117 -0.5004 -2.6102 0.024 -0.073 -0.103
H 3.9596 1.6254 -0.6961 -0.171 0.039 -0.204
H 4.1248 1.8444 -2.4593 -0.167 -0.028 0.026
H 2.2667 0.0209 -1.0459 0.140 0.377 -0.388
H 1.4126 0.1769 -3.5936 0.102 0.122 0.113
H 3.1630 0.0924 -3.7741 -0.054 0.114 0.093
H 1.4082 -1.8524 -2.1888 -0.071 -0.074 0.010
H 3.1563 -1.9945 -2.3359 0.100 -0.066 0.056
H 2.1374 -2.1638 -3.7648 0.003 -0.011 -0.082

---

No. 2
Molecular formula: C24H32N4O5S
Method: DFT, ωB97M-V/def2-TZVPD

```
66
Properties=species:S:1:pos:R:3:forces:R:3
C -3.0394 -4.4452 0.0424 0.194 0.156 0.054
H -3.8578 -4.1042 -0.5867 -0.100 -0.115 -0.065
H -3.4284 -4.6490 1.0373 -0.077 -0.065 0.064
H -2.6341 -5.3670 -0.3673 -0.004 -0.118 -0.027
C -1.9558 -3.3703 0.0813 -0.029 -0.401 -0.424
N -2.4310 -2.0768 0.5290 -0.537 0.534 -0.731
S -3.5090 -1.3159 -0.5007 0.276 0.258 0.321
O -3.0857 -1.6196 -1.8390 0.232 -0.064 -0.040
O -4.8774 -1.5686 -0.1439 0.046 0.171 0.218
C -3.1115 0.3894 -0.1468 -0.145 -0.498 -0.090
C -3.9034 1.1996 0.6411 -0.106 -0.085 -0.020
C -3.4632 2.4781 0.9387 0.267 0.080 -0.097
C -2.2349 2.9267 0.4673 -0.218 -0.316 -0.178
C -1.4315 2.0916 -0.3247 -0.546 0.064 0.160
C -1.8987 0.8246 -0.6385 0.022 0.336 -0.022
H -1.3414 0.1333 -1.2453 0.245 -0.020 -0.097
N -0.1605 2.5261 -0.7134 0.206 -0.319 -0.131
C 0.2675 3.7910 -0.4613 -0.126 0.184 0.106
O 1.3978 4.1632 -0.6899 0.048 0.210 0.038
C -0.8097 4.7445 0.0336 0.220 0.440 -0.241
H -0.3408 5.5232 0.6394 -0.005 -0.186 -0.166
O -1.8263 4.1702 0.8266 -0.016 -0.290 0.202
H -1.2551 5.2201 -0.8567 0.092 -0.084 0.140
C 0.7756 1.5595 -1.2472 -0.034 0.127 0.148
H 1.7119 2.0995 -1.4238 -0.144 -0.164 -0.083
H 0.3853 1.1750 -2.1919 0.119 -0.023 0.026
C 1.0025 0.4500 -0.2094 0.115 0.132 -0.308
O 0.5984 0.6001 0.9298 0.025 0.127 0.247
N 1.6640 -0.6599 -0.5952 0.037 -0.078 0.161
C 1.7681 -1.7140 0.4058 -0.069 0.072 0.365
H 2.1586 -2.6073 -0.0772 -0.055 -0.006 -0.021
H 0.7645 -1.9230 0.7900 0.062 -0.094 -0.046
C 2.6662 -1.3347 1.5981 -0.082 -0.018 -0.118
C 4.0309 -0.9084 1.1535 0.125 -0.016 0.111
C 4.2999 0.4228 0.8520 0.077 -0.171 0.016
C 5.5635 0.7631 0.3965 -0.244 0.183 0.022
N 6.5401 -0.1136 0.2325 0.495 0.162 -0.188
C 6.2909 -1.3772 0.5304 -0.087 -0.307 0.033
C 5.0629 -1.8259 0.9888 -0.048 0.203 0.006
H 4.9124 -2.8707 1.2180 -0.004 -0.124 0.028
H 7.1182 -2.0609 0.3905 0.019 -0.133 0.025
H 5.8088 1.7874 0.1479 -0.067 0.119 0.008
H 3.5383 1.1773 0.9756 -0.093 0.122 0.039
H 2.1853 -0.5243 2.1448 0.023 -0.128 0.022
H 2.7369 -2.2077 2.2496 -0.006 0.004 0.032
C 2.0284 -0.9689 -1.9735 0.049 -0.214 -0.391
C 3.4638 -1.4797 -2.0999 -0.179 0.249 -0.009
H 4.1612 -0.7684 -1.6665 0.112 0.031 0.036
H 3.7038 -1.5960 -3.1535 0.022 -0.049 -0.118
H 3.6040 -2.4420 -1.6162 0.011 -0.116 0.045
H 1.9846 -0.0368 -2.5386 -0.027 -0.066 0.070
C 1.0300 -1.9611 -2.5798 0.137 0.312 0.007
H 1.1114 -2.9354 -2.1047 0.016 -0.135 0.066
H 0.0067 -1.6101 -2.4607 -0.138 0.031 -0.010
H 1.2304 -2.0827 -3.6408 0.006 -0.077 -0.122
H -4.0464 3.1439 1.5539 -0.084 0.086 0.054
H -4.8507 0.8317 1.0005 -0.127 -0.012 0.085
C -2.7355 -1.9091 1.9354 0.099 0.235 0.535
C -1.5050 -1.4573 2.7170 -0.278 -0.035 -0.159
H -0.7703 -2.2572 2.7731 0.147 -0.076 0.033
H -1.7919 -1.1855 3.7291 0.017 -0.016 0.171
H -1.0464 -0.5964 2.2367 0.045 0.071 -0.023
H -3.1394 -2.8336 2.3631 -0.113 0.095 -0.092
H -3.5143 -1.1478 1.9992 -0.004 -0.111 0.266
H -1.1324 -3.6729 0.7344 0.008 0.119 -0.047
H -1.5709 -3.2131 -0.9281 0.176 -0.181 0.103
```
Forces are in eV/Å.

---

For reference, DFT total energy by record: -2270.3731 -1927.1778 a.u..
For reference, energy above the lowest of the compared OMol25 structures with the same formula, charge and spin by record: 0.036 2.175 eV.